DFT (ωB97M-V/def2-TZVPD) results for C20H23FeN2O4 as an isolated structure in a non-equilibrium geometry.

Geometry as XYZ:
```
50
Properties=species:S:1:pos:R:3:forces:R:3:nbo_charge:R:1
O -1.57814 5.24302 0.43662 0.701 1.725 -0.310 -0.5922
C -2.08265 4.26144 0.71621 -0.183 -0.901 0.130 0.5507
Fe -2.87084 2.60554 1.07818 -2.164 4.461 4.778 -0.2193
C -2.48476 2.73383 2.92892 0.153 -0.019 -0.887 0.5758
O -2.24782 2.78665 4.04145 0.207 0.085 1.688 -0.5893
C -4.54681 3.47085 1.39734 1.035 -0.336 -0.305 0.5742
O -5.55723 3.96814 1.56601 -1.618 0.734 0.362 -0.5991
C -1.28129 1.26878 0.51006 0.066 -0.637 0.128 -0.3677
C -1.77078 2.00792 -0.73344 1.524 -1.633 -2.996 -0.4558
C -3.28547 2.01915 -0.92825 -0.215 -0.357 -0.235 -0.3808
C -4.11898 1.31396 -0.07319 0.806 -1.049 -0.610 -0.1988
C -3.58712 0.60978 1.06164 -0.690 -1.604 -0.051 -0.4960
C -2.17491 0.60107 1.33437 0.158 -0.743 -1.433 -0.2039
H -0.20324 1.12356 0.65748 -0.531 0.415 -0.017 0.2433
H -1.31188 3.01342 -0.84559 -0.142 -0.624 -0.110 0.1758
H -1.35224 1.45662 -1.60469 0.257 0.028 -0.248 0.1552
H -3.70841 2.54891 -1.78570 0.210 -0.051 0.307 0.1981
H -5.19960 1.31967 -0.24322 0.299 0.060 0.134 0.2035
H -4.26541 0.07281 1.72579 0.153 0.266 -0.097 0.2018
H -1.80005 0.05887 2.20786 -0.142 0.219 -0.226 0.2103
C 2.41143 -2.16925 3.22128 0.399 -0.055 0.116 -0.6668
C 1.15674 -2.15027 2.37475 -0.372 0.484 -0.534 -0.2184
N 1.42952 -2.38219 0.95624 0.363 0.301 -1.044 -0.4488
C 1.39806 -3.76661 0.45085 0.181 0.461 0.137 -0.5925
C 0.04577 -4.14258 -0.11477 -0.294 -0.064 -0.025 -0.7378
C 1.72210 -1.27067 0.13563 -0.569 -0.026 2.731 0.5327
C 1.88022 -1.42955 -1.25450 0.043 -0.472 -1.014 -0.0557
N 2.28479 -0.38539 -2.09330 -0.215 -0.797 0.826 -0.4244
C 3.16125 0.59025 -1.67471 1.320 1.351 0.195 0.0076
C 3.53576 1.60721 -2.50714 0.020 -0.887 1.407 -0.2611
C 2.99805 1.68740 -3.77924 0.296 1.287 -1.353 -0.3061
C 2.11540 0.71311 -4.21089 -0.594 -1.060 0.445 -0.2553
C 1.79172 -0.32196 -3.38041 -0.547 0.392 -1.611 -0.0839
O 1.79804 -0.14399 0.65348 0.163 -0.185 0.000 -0.6547
H 2.20270 -1.97052 4.27531 -0.146 -0.007 -0.005 0.1932
H 2.91278 -3.13610 3.15725 -0.009 -0.080 -0.015 0.1940
H 3.11958 -1.41356 2.87841 -0.097 0.035 -0.062 0.2154
H 0.43068 -2.89464 2.71781 0.145 -0.089 -0.129 0.1846
H 0.65712 -1.17835 2.44973 0.159 -0.095 0.037 0.2288
H 2.19339 -3.88761 -0.29076 -0.057 -0.071 -0.019 0.1655
H 1.67068 -4.43240 1.27623 0.003 0.126 -0.063 0.1906
H 0.02361 -5.16287 -0.50133 0.149 -0.079 0.000 0.1946
H -0.73219 -4.06098 0.64436 -0.042 0.025 0.114 0.1919
H -0.24059 -3.47915 -0.92993 0.022 0.077 -0.073 0.1941
H 1.60354 -2.35764 -1.72071 0.073 -0.103 -0.377 0.1901
H 3.56506 0.51233 -0.67968 -0.209 -0.184 -0.003 0.2332
H 4.24918 2.34447 -2.17592 0.047 -0.001 0.240 0.2055
H 3.26270 2.50519 -4.43180 0.022 0.094 -0.071 0.1868
H 1.67493 0.77774 -5.19276 -0.086 -0.196 -0.102 0.2066
H 1.10560 -1.08542 -3.70133 -0.053 -0.220 0.254 0.2044
```
Positions in Å, forces in eV/Å.

Summary:
Energy relative to the best compared isomer or geometry (same formula, charge and spin) = 0.709 eV
Total charge = -2
<S²> = 9.09
LUMO level (spin up / spin down) = 4.94 / 3.64 eV
Kohn-Sham gap (spin up / spin down) = 2.27 / 3.60 eV
Spin multiplicity = 6

=====

DFT (ωB97M-V/def2-TZVPD) results for C10H14BClN6Pb as an isolated structure in a non-equilibrium geometry.

Geometry as XYZ:
```
33
Properties=species:S:1:pos:R:3:forces:R:3:mulliken_charge:R:1
H 1.01353 3.38511 1.77292 -0.068 -0.122 -0.215 0.3879
N 0.48224 1.79697 0.45004 0.092 0.646 0.917 -0.1285
B 0.06699 0.37553 -1.66051 1.341 0.293 0.251 0.0486
N 0.43559 1.70522 -0.93267 -0.292 -0.613 0.864 -0.0064
C 0.80128 2.88797 -1.47555 -0.025 -0.100 0.991 -0.0646
Pb 0.41986 0.18499 2.67842 1.301 0.511 -3.183 1.1312
H 0.83919 2.99512 -2.55279 -0.033 0.072 0.219 0.4523
C 1.08966 3.77079 -0.43992 -0.075 -0.340 0.039 -1.0724
H 1.41394 4.79002 -0.53317 0.031 0.081 -0.001 0.4132
C 0.88176 3.04635 0.74953 -0.072 -0.154 -1.288 -0.0163
H 0.18821 0.49012 -2.84683 -0.103 -0.030 0.165 -0.0455
C -0.54919 -1.88474 2.95490 -0.693 -2.628 0.381 -0.8451
H -0.67153 -1.98271 4.04422 0.182 0.437 -0.272 0.4372
H 0.17189 -2.60104 2.53552 0.094 0.538 0.026 0.3269
H -1.50295 -1.92969 2.41892 0.333 0.478 0.025 0.3080
N -1.39788 -0.01395 -1.30982 -2.327 -0.391 -1.617 0.1713
N 1.02468 -0.72155 -1.10482 -0.551 0.305 0.984 -0.2009
N -1.72135 -0.17236 0.02872 -2.016 -0.738 1.133 -0.0568
N 1.14550 -0.92940 0.26050 0.499 -0.770 0.494 0.1991
C -2.49017 -0.24667 -2.07253 3.626 0.975 -0.127 0.0261
C 1.87194 -1.53671 -1.76894 -0.014 -0.108 0.916 -0.0898
H -2.44358 -0.15650 -3.15399 -0.064 -0.055 0.238 0.4913
H 1.93128 -1.48685 -2.85004 0.013 -0.097 0.230 0.4598
C -3.54512 -0.57954 -1.22193 -1.069 -0.364 0.813 -0.8457
C 2.55461 -2.31019 -0.83310 -0.483 0.498 0.218 -1.1968
C -3.00183 -0.52659 0.08620 1.563 0.415 0.366 -0.0589
C 2.07120 -1.89251 0.42473 -0.367 0.398 -1.320 -0.0480
H -4.55089 -0.82309 -1.50052 -0.260 -0.054 -0.125 0.4522
H 3.29419 -3.05626 -1.02339 0.241 -0.186 -0.081 0.4346
H -3.49574 -0.73188 1.03110 0.069 0.111 -0.267 0.4520
H 2.35884 -2.22635 1.41220 0.040 -0.010 -0.103 0.3868
H -1.40731 0.42110 2.90144 0.981 0.575 -0.036 0.2424
Cl 2.72118 -0.04070 3.53116 -1.893 0.427 -0.633 -0.1449
```
Positions in Å, forces in eV/Å.

Summary:
Energy relative to the best compared isomer or geometry (same formula, charge and spin) = 1.550 eV
Total charge = +2
LUMO level (spin up / spin down) = -11.14 / -10.62 eV
Kohn-Sham gap (spin up / spin down) = 4.05 / 4.57 eV

=====

DFT (ωB97M-V/def2-TZVPD) results for C38H60BN5O4S3 as an isolated structure in a non-equilibrium geometry.

Geometry as XYZ:
```
111
Properties=species:S:1:pos:R:3:forces:R:3:mulliken_charge:R:1
O 2.78184 -7.17317 4.78468 -0.817 -0.042 -0.986 -0.5165
C 2.27283 -6.94798 3.71430 0.482 -0.166 1.069 0.5205
O 3.15401 -6.51128 2.70562 -1.791 0.108 0.369 -0.4912
C 0.73131 -7.16396 3.43047 0.699 0.925 -1.293 -0.6062
C 0.04016 -5.77281 3.02466 0.472 -1.518 -1.025 0.5045
C -1.37744 -6.10899 2.41593 -0.663 0.454 0.673 -1.5561
C -2.31076 -4.87660 2.16671 -0.935 1.690 -0.453 0.4215
C -2.08413 -3.78597 1.22992 -1.293 -0.433 0.993 0.6919
C -0.77190 -3.73227 0.37022 -0.535 -0.686 0.491 -1.5216
C 0.41060 -3.03177 1.16572 0.365 0.407 -0.186 -0.4053
C 0.29829 -1.44199 1.22138 0.390 -1.126 0.231 0.2127
S 1.29152 -0.91821 2.71844 0.620 0.130 -0.709 -0.1376
C 3.05074 -0.86212 2.27233 0.103 -0.483 0.646 -0.1927
S 4.15751 -1.59618 3.25572 -1.117 1.070 -1.077 -0.1106
N 3.42095 -0.12987 1.06676 -0.983 -1.772 2.017 0.3810
C 3.36865 -0.83797 -0.13200 1.829 4.594 -2.254 -0.1093
C 3.83686 0.22920 -1.06521 -1.236 -1.690 3.145 -0.5163
N 4.06332 1.41650 -0.34042 -0.260 -1.046 0.672 -0.6852
C 3.81521 1.20364 0.99318 -0.116 -2.185 -3.809 -0.0290
C -3.10836 -2.65161 1.04380 -1.858 -0.254 2.532 0.8738
C -2.92031 -1.48685 0.00780 0.042 -1.103 -0.506 -0.4911
B -3.59112 -1.99677 -1.39081 -0.652 0.266 -0.982 0.6431
O -3.19143 -1.43177 -2.65799 0.601 -1.362 1.578 -0.6097
O -4.56170 -3.03680 -1.45431 2.027 0.436 0.348 -0.5886
C -4.34447 -2.60138 1.84604 1.904 -0.561 -0.819 0.6861
C -5.40585 -1.45540 1.74019 0.049 -0.903 0.586 -1.0703
C -5.52187 -0.68518 3.12134 -0.666 1.285 -0.488 -0.7148
C -4.94727 0.80535 3.04604 -0.420 -0.226 1.302 -0.7448
C -3.42123 0.89052 3.44399 0.035 -0.431 0.296 -0.6325
N -2.54056 1.48051 2.41714 2.663 1.367 -1.542 0.5637
C -2.78895 1.93235 1.12685 -0.189 0.953 -2.725 0.0637
C -1.64243 2.43876 0.36634 -0.144 -2.005 4.806 -1.0233
C -0.54362 2.25695 1.39698 -2.705 -0.578 0.338 -0.4896
C -1.15445 1.69802 2.61439 1.434 0.919 -2.261 -0.8100
C -4.60566 -3.69045 2.85283 0.750 0.213 -0.588 0.6435
N -5.70789 -3.75616 3.68622 2.731 -1.620 -0.997 -0.6700
S -5.49652 -5.18350 4.55296 1.802 1.065 -1.947 0.0902
N -4.03975 -5.70979 3.92373 -0.120 1.463 -0.850 -0.6881
C -3.58331 -4.81568 2.98170 -1.862 0.711 0.598 0.6267
H 2.68784 -5.91830 2.08678 0.146 -0.509 0.163 0.3266
H 0.68461 -7.81020 2.50186 -0.074 0.499 1.060 0.3269
H 0.21117 -7.67552 4.27950 0.794 0.561 -0.655 0.3882
H 0.67120 -5.38711 2.16507 -0.671 -0.048 1.225 -0.5230
H 0.02622 -5.06529 3.89261 -0.129 -0.538 -0.903 0.3578
H -1.30532 -6.70185 1.46372 0.267 0.554 0.823 0.4548
H -1.89633 -6.78367 3.16564 0.382 0.837 -0.926 0.3781
H -0.97819 -3.24601 -0.63102 0.361 -0.327 1.189 0.2875
H -0.52034 -4.81067 0.11891 0.000 1.226 0.374 0.5732
H 1.41110 -3.33038 0.71652 -1.089 0.412 0.354 0.0205
H 0.47051 -3.36455 2.24436 -0.420 0.216 -1.359 0.3273
H 0.66789 -0.95461 0.28251 -0.573 -0.207 0.909 0.4289
H -0.76343 -1.18229 1.48823 1.209 0.156 -0.290 -0.3243
H 3.07903 -1.89348 -0.31439 0.333 1.104 0.664 0.3885
H 3.94307 0.04530 -2.15664 0.081 0.812 1.080 0.3861
H 3.88594 1.88609 1.86629 -0.043 -0.732 -1.019 0.3769
H -1.84156 -1.28219 -0.25433 -1.154 -0.171 0.395 -0.1896
H -3.34628 -0.50325 0.34864 0.515 -1.060 -0.243 -0.6264
H -2.50582 -2.04554 -2.99669 -0.457 0.734 -0.242 0.3053
H -4.13047 -3.75841 -1.95908 -0.904 0.432 0.021 0.2657
H -6.41034 -1.92660 1.50620 1.178 0.398 0.286 0.5588
H -5.21230 -0.72378 0.91474 -0.030 -0.801 0.786 0.2594
H -6.62432 -0.57643 3.35345 1.212 -0.213 -0.155 0.3240
H -5.05685 -1.20909 3.99675 -0.386 0.307 -0.986 0.4032
H -5.20310 1.31961 2.08101 0.423 -0.661 0.868 0.3317
H -5.51791 1.37162 3.84672 0.690 -0.467 -0.965 0.3737
H -3.26608 1.47488 4.40146 -0.321 -0.477 -1.159 0.4141
H -3.01736 -0.14558 3.67415 -0.552 1.057 -0.406 0.3703
H -3.80493 1.93824 0.64914 1.020 -0.216 1.010 0.2623
H -1.59237 2.84694 -0.67262 -0.217 -0.571 1.324 0.4297
H 0.52241 2.52217 1.21549 -1.029 -0.368 0.536 0.3814
H -0.57791 1.47227 3.55080 -1.142 0.117 -1.027 0.4458
C 9.48938 1.82052 -5.92354 0.191 0.020 0.050 -1.1820
C 9.38506 0.49166 -5.18531 -0.104 -0.017 -0.116 -0.3823
C 7.94051 0.03890 -4.96868 0.003 -0.096 0.088 -0.7338
C 7.09262 0.97470 -4.10230 0.035 0.088 -0.047 -0.4667
C 7.64548 1.23772 -2.70152 -0.146 0.016 0.030 -0.4160
C 7.73536 -0.01885 -1.84533 0.122 0.043 0.036 -1.1463
H 9.02107 2.63243 -5.36372 -0.003 -0.016 -0.044 0.2859
H 10.53840 2.08753 -6.07406 -0.078 0.043 -0.041 0.3756
H 9.01318 1.75894 -6.90546 -0.016 0.036 0.046 0.2900
H 9.91237 0.55944 -4.22939 -0.045 -0.023 0.001 0.2427
H 9.90588 -0.27466 -5.76745 -0.005 0.001 0.055 0.3603
H 7.94766 -0.96200 -4.52519 -0.020 0.035 -0.005 0.3087
H 7.45114 -0.06942 -5.94301 0.041 0.011 0.010 0.3806
H 6.08768 0.54593 -4.01201 0.032 0.019 0.020 0.1773
H 6.96302 1.93228 -4.61639 -0.003 -0.044 -0.005 0.3313
H 6.99044 1.95647 -2.19856 0.039 -0.024 -0.042 0.3568
H 8.62925 1.71376 -2.76094 -0.028 -0.012 -0.052 0.2990
H 6.75094 -0.47939 -1.72987 0.040 -0.013 0.017 0.2172
H 8.11427 0.22671 -0.85131 -0.055 -0.078 0.002 0.3615
H 8.41134 -0.75763 -2.28249 -0.036 0.002 0.028 0.3424
C -5.13214 7.81870 -3.36259 -0.097 0.149 0.091 -1.1920
C -3.94725 7.98333 -2.41877 0.061 -0.057 -0.131 -0.3892
C -2.96788 6.81023 -2.47695 0.084 0.023 0.111 -0.7694
C -3.55168 5.45928 -2.05453 -0.096 -0.014 -0.062 -0.4490
C -4.14056 5.42197 -0.64412 0.080 -0.075 0.005 -0.2603
C -3.11069 5.69531 0.44440 -0.071 0.131 0.041 -1.1451
H -5.73027 6.94030 -3.11212 0.018 0.015 -0.040 0.2866
H -5.78774 8.69097 -3.30137 -0.004 -0.072 -0.068 0.3793
H -4.79497 7.72270 -4.39783 -0.031 -0.042 0.034 0.2910
H -4.30856 8.13004 -1.39675 0.039 -0.028 -0.004 0.2346
H -3.41004 8.89808 -2.68674 -0.003 -0.025 0.052 0.3809
H -2.10034 7.04405 -1.85174 -0.025 -0.034 -0.020 0.3199
H -2.58353 6.71721 -3.49861 -0.029 0.023 0.021 0.3846
H -2.76158 4.70302 -2.12913 -0.027 0.024 0.019 0.1346
H -4.32399 5.15488 -2.76814 0.040 0.017 -0.002 0.3404
H -4.57352 4.42994 -0.47406 -0.014 0.045 -0.030 0.2011
H -4.96786 6.13310 -0.55538 0.009 -0.026 -0.058 0.3354
H -2.30373 4.96225 0.40551 -0.019 0.078 0.059 0.1638
H -3.57670 5.63566 1.43029 0.093 -0.021 0.014 0.3481
H -2.67463 6.69233 0.34577 -0.024 -0.028 0.010 0.4072
```
Positions in Å, forces in eV/Å.

Summary:
LUMO level = -1.11 eV
Kohn-Sham gap = 7.09 eV